# 1
Computed, not measured: a structure of composition C13H23FGaO8S in a non-equilibrium geometry, with the ωB97M-V functional and the def2-TZVPD basis.

The geometry in XYZ format:
```
47
Properties=species:S:1:pos:R:3:mulliken_charge:R:1
C -1.4987 -3.2811 -1.0331 -1.00
C -2.0370 -2.2532 -2.1569 0.22
F -0.9922 -1.2429 -2.3624 -0.33
Ga -3.7798 -1.3382 -1.5035 -0.09
C -3.8150 0.7238 -1.8899 -0.43
C -2.8088 1.5416 -0.9968 0.21
O -1.5799 1.5716 -1.2509 -0.51
O -3.2090 2.2932 0.1703 -0.51
C -5.4613 -2.0812 -2.5201 -0.68
S -6.8719 -1.9953 -1.3088 0.87
O -8.1417 -1.4809 -1.9572 -0.65
O -7.0529 -3.4255 -0.8095 -0.64
H -0.4700 -3.7218 -1.3054 0.29
H -2.2554 -4.1117 -0.8251 0.25
H -1.3813 -2.6619 -0.0686 0.21
H -2.1896 -2.7737 -3.1704 0.25
H -3.9174 -1.6451 0.0873 -0.24
H -3.6638 0.8407 -3.0088 0.32
H -4.8981 1.0383 -1.6431 0.27
H -3.6578 1.6736 0.7932 0.32
H -5.6637 -1.3633 -3.3966 0.31
H -5.2945 -3.1247 -2.9322 0.42
H -6.4970 -1.1524 -0.2428 0.14
O 2.8634 0.7850 3.6144 -0.63
C 2.1860 1.5373 2.9552 0.57
O 2.0068 2.8536 3.2424 -0.38
C 1.0613 3.4163 2.3217 -0.50
C 1.0866 2.5042 1.1187 -0.13
C 1.3869 1.1560 1.7374 -0.31
H 0.0792 3.4424 2.8033 0.27
H 1.3574 4.4357 2.0686 0.32
H 0.1600 2.5257 0.5419 0.16
H 1.9056 2.7922 0.4520 0.16
H 0.4768 0.6417 2.0551 0.28
H 1.9706 0.5269 1.0658 0.20
O 4.8212 2.2076 -0.3746 -0.60
C 5.2520 1.1769 0.0719 0.53
O 5.1366 -0.0276 -0.5497 -0.36
C 5.6573 -1.0544 0.3024 -0.43
C 6.5955 -0.3455 1.2521 -0.51
C 5.9455 1.0145 1.3975 -0.18
H 4.8221 -1.5325 0.8225 0.27
H 6.1738 -1.8038 -0.2997 0.30
H 6.7291 -0.8719 2.1985 0.33
H 7.5802 -0.2339 0.7868 0.26
H 5.1976 1.0247 2.1947 0.06
H 6.6854 1.7992 1.5523 0.31
```

Properties
Charge: -1
HOMO: -5.88 eV
Total energy: -96162.380 eV
HOMO-LUMO gap: 8.27 eV
2S+1: 1
Maximum force: 5.568 eV/Å

# 2
Computed, not measured: a cluster of 3 separate species, C13H23FNO6 in total in a non-equilibrium geometry, with the ωB97M-V functional and the def2-TZVPD basis.

The geometry in XYZ format:
```
44
Properties=species:S:1:pos:R:3:mulliken_charge:R:1
O -0.5496 -4.4307 1.4031 -0.53
C 0.0180 -4.3589 0.3404 0.14
O -0.6284 -4.3446 -0.8164 -0.24
C 0.1193 -3.7758 -1.8978 -0.71
C 0.6546 -2.3839 -1.6389 -0.83
C -0.3858 -1.2598 -1.6683 -0.32
C -1.2733 -1.1966 -0.4413 -0.92
N -2.4482 -2.0652 -0.5579 -0.04
C -3.5854 -1.3985 -1.1281 0.22
F -3.1450 -0.5621 -2.1340 -0.30
C -4.6536 -2.3871 -1.7285 0.25
O -4.2988 -3.5662 -1.9392 -0.69
O -5.7536 -1.8540 -1.9291 -0.75
H 1.1117 -4.4099 0.2814 0.36
H 0.9023 -4.4660 -2.2046 0.34
H -0.5600 -3.7100 -2.7334 0.43
H 1.3166 -2.1672 -2.4748 0.45
H 1.2747 -2.3351 -0.7482 0.33
H 0.1386 -0.3225 -1.7407 0.16
H -0.9939 -1.4325 -2.5420 0.37
H -0.7333 -1.4872 0.4546 0.62
H -1.6146 -0.1831 -0.2437 0.29
H -2.6955 -2.4841 0.3201 0.25
H -4.1355 -0.7852 -0.4071 0.11
C 0.5388 3.8852 0.1297 -0.83
C -0.2044 2.7811 -0.5876 0.77
O 0.0714 1.6197 -0.4172 -0.38
C -1.3159 3.1897 -1.5246 -1.13
H 1.3070 3.4480 0.7642 -0.08
H 1.0145 4.5522 -0.5911 0.36
H -0.1570 4.4557 0.7484 0.36
H -0.9197 3.8226 -2.3211 0.35
H -2.0833 3.7389 -0.9767 0.35
H -1.7641 2.3005 -1.9644 0.22
C 4.6983 2.9146 3.5034 -1.15
C 3.5649 2.3652 2.6675 0.88
O 3.6038 2.3782 1.4618 -0.54
C 2.3777 1.7966 3.4068 -1.05
H 5.4820 3.2889 2.8489 0.31
H 4.3377 3.7311 4.1310 0.32
H 5.1095 2.1283 4.1382 0.33
H 1.9213 2.5671 4.0309 0.31
H 2.6933 0.9641 4.0375 0.40
H 1.6428 1.4384 2.6888 0.22
```

Properties
Charge: -1
HOMO: -3.92 eV
Total energy: -30347.293 eV
HOMO-LUMO gap: 6.05 eV
Energy relative to the best compared isomer or geometry (same formula, charge and spin): 1.256 eV
2S+1: 1
Maximum force: 1.575 eV/Å

# 3
Computed, not measured: a cluster of 2 separate species, C13H23IN4O4P in total in a non-equilibrium geometry, with the ωB97M-V functional and the def2-TZVPD basis.

The geometry in XYZ format:
```
46
Properties=species:S:1:pos:R:3:mulliken_charge:R:1
C -2.2502 4.4365 -0.4830 -1.11
C -2.1415 3.4793 -1.6538 -0.19
O -1.1381 2.5190 -1.3223 -0.35
C -1.1760 1.3706 -2.1681 -0.20
C 0.1275 1.3545 -2.9721 -0.60
O 0.5670 0.0644 -3.3810 -0.43
C 1.0016 -0.6797 -2.2692 -0.41
C 2.0218 -1.7296 -2.6997 -0.47
O 2.1221 -2.8486 -1.8183 -0.29
C 2.1209 -2.5079 -0.4630 -0.58
C 2.4606 -3.7659 0.2760 0.19
N 1.5724 -4.6416 0.7141 0.37
N 2.1755 -5.6765 1.3013 -0.72
C 3.4237 -5.4712 1.2541 0.06
N 3.6545 -4.2426 0.6023 0.13
P 5.3572 -3.7002 0.4167 0.08
O 5.3885 -2.6876 1.6820 -0.44
I 5.6114 -2.2870 -1.5443 0.07
H -3.1016 5.1008 -0.6308 0.38
H -1.3361 5.0119 -0.3628 0.31
H -2.4371 3.8788 0.4334 0.20
H -3.1196 3.0160 -1.8048 0.34
H -1.8424 4.0236 -2.5549 0.27
H -2.0472 1.3866 -2.8205 0.38
H -1.2930 0.5082 -1.5055 0.12
H -0.0506 1.9198 -3.8866 0.36
H 0.8899 1.9163 -2.4279 0.40
H 1.4156 -0.0412 -1.4806 0.41
H 0.1345 -1.2164 -1.8591 0.29
H 2.9794 -1.2411 -2.8937 0.17
H 1.6802 -2.1263 -3.6530 0.35
H 2.7929 -1.6896 -0.1925 0.53
H 1.1274 -2.2251 -0.0924 0.34
H 0.5751 -4.5222 0.6028 0.23
H 4.1940 -6.1218 1.6213 0.44
H 6.1715 -2.1194 1.6188 0.36
N -4.7131 2.4464 4.1952 0.02
C -3.4434 2.5820 4.6846 -0.44
C -2.5746 2.1218 3.7321 -0.56
C -3.3531 1.6953 2.6216 -0.20
C -4.6679 1.9109 2.9381 -0.70
H -5.5510 2.7017 4.6845 0.19
H -3.2686 2.9922 5.6643 0.37
H -1.5013 2.0952 3.8200 0.37
H -2.9882 1.2796 1.6964 0.56
H -5.5706 1.7302 2.3802 0.37
```

Properties
Charge: +1
HOMO: -9.87 eV
Total energy: -45386.167 eV
HOMO-LUMO gap: 6.11 eV
2S+1: 1
Maximum force: 2.751 eV/Å